# 1
Computed, not measured: a single C24H33N3O2S2 molecule, with ωB97M-V/def2-TZVPD.

Its structure (SMILES) is CCOC(=O)c1ccc(NC(=S)N(CCCN2CCC[C@@H](C)C2)Cc2cccs2)cc1. For the total energy, the calculation gives -2045.4836 Eh.

Atoms and positions in Å:
C  6.3254  2.8046  0.1702
C  5.5270  2.1377  -0.9409
O  4.1432  2.4780  -0.8710
C  3.3976  1.7956  0.0095
O  3.8347  0.9130  0.7114
C  1.9827  2.2239  0.0068
C  1.1211  1.6877  0.9636
C  -0.2126  2.0310  0.9758
C  -0.7194  2.9036  0.0118
N  -2.0674  3.2450  -0.0371
C  -3.1359  2.6035  0.5466
S  -4.3165  3.5590  1.2080
N  -3.1983  1.2565  0.5145
C  -2.5103  0.4530  -0.4821
C  -1.7496  -0.7290  0.1274
C  -0.5408  -1.1214  -0.7271
N  0.2913  -2.0675  -0.0099
C  -0.1312  -3.4429  -0.1953
C  0.6133  -4.3549  0.7746
C  2.1183  -4.2295  0.5648
C  2.5246  -2.7630  0.6961
C  4.0165  -2.5535  0.4654
C  1.7080  -1.9293  -0.2912
C  -4.2737  0.5740  1.2208
C  -5.3903  0.1736  0.3140
C  -6.3721  0.9571  -0.2071
C  -7.2520  0.2495  -1.0569
C  -6.9252  -1.0615  -1.1735
S  -5.5329  -1.4640  -0.2500
C  0.1527  3.4785  -0.9165
C  1.4881  3.1408  -0.9201
H  7.3806  2.5800  0.0450
H  5.9975  2.4309  1.1370
H  6.1841  3.8825  0.1407
H  5.8531  2.4847  -1.9237
H  5.6284  1.0489  -0.8767
H  1.5209  1.0039  1.6965
H  -0.8706  1.6431  1.7367
H  -2.2649  4.2132  -0.2565
H  -1.8211  1.0893  -1.0352
H  -3.2571  0.0802  -1.1943
H  -2.4166  -1.5839  0.2397
H  -1.3728  -0.4646  1.1146
H  0.0512  -0.2222  -0.9186
H  -0.8776  -1.5148  -1.7014
H  -1.2054  -3.5064  -0.0086
H  0.0549  -3.7799  -1.2335
H  0.3645  -4.0575  1.7945
H  0.2885  -5.3866  0.6271
H  2.6538  -4.8378  1.2963
H  2.3821  -4.5918  -0.4324
H  2.2708  -2.4219  1.7043
H  4.2669  -1.5035  0.5942
H  4.2940  -2.8589  -0.5421
H  4.5974  -3.1392  1.1740
H  1.9831  -0.8785  -0.1809
H  1.9508  -2.2431  -1.3242
H  -3.8520  -0.3095  1.7060
H  -4.6520  1.2609  1.9827
H  -6.4645  2.0043  0.0183
H  -8.0927  0.6996  -1.5534
H  -7.4144  -1.8267  -1.7426
H  -0.2339  4.1822  -1.6392
H  2.1568  3.5741  -1.6467

# 2
Computed, not measured: a single C24H33N3O6S molecule, with ωB97M-V/def2-TZVPD.

Its structure (SMILES) is COc1ccc(CN(C)[C@@H](C)C(=O)Nc2ccc(S(=O)(=O)N3CCCC3)cc2)c(OC)c1OC. For the total energy, the calculation gives -1948.1868 Eh.

Atoms and positions in Å:
C  -1.7410  -1.4725  -2.3799
O  -1.0484  -1.8042  -1.2008
C  0.2996  -1.5644  -1.1501
C  0.9899  -0.9114  -2.1626
C  2.3404  -0.6601  -2.0345
C  3.0347  -1.0387  -0.8998
C  4.4958  -0.6889  -0.7831
N  4.7054  0.7649  -0.8272
C  5.9542  1.0974  -1.4897
C  4.6043  1.3382  0.5129
C  4.9486  2.8311  0.5692
C  3.1719  1.2274  1.0359
O  2.9200  0.9578  2.1883
N  2.2581  1.5681  0.0864
C  0.8723  1.5224  0.1562
C  0.1464  1.8738  -0.9856
C  -1.2329  1.8435  -0.9698
C  -1.8954  1.4644  0.1836
S  -3.6807  1.4605  0.1866
O  -4.1441  2.4301  -0.7651
O  -4.1427  1.5693  1.5434
N  -4.0105  -0.0700  -0.4668
C  -5.3258  -0.1505  -1.0776
C  -6.2948  -0.4562  0.0739
C  -5.4240  -1.1722  1.1211
C  -3.9970  -1.1092  0.5456
C  -1.1910  1.1290  1.3235
C  0.1907  1.1554  1.3162
C  2.3694  -1.7437  0.1107
O  3.1531  -2.1971  1.1322
C  2.6932  -2.1685  2.4737
C  0.9977  -2.0239  -0.0191
O  0.4076  -2.7269  1.0031
C  -0.6190  -3.6493  0.7099
H  -1.7430  -0.3932  -2.5532
H  -1.3231  -1.9918  -3.2489
H  -2.7653  -1.8002  -2.2186
H  0.4747  -0.5850  -3.0501
H  2.8666  -0.1414  -2.8215
H  5.0207  -1.1333  -1.6321
H  4.9063  -1.1282  0.1345
H  5.9726  0.6121  -2.4642
H  6.8398  0.7764  -0.9230
H  6.0099  2.1712  -1.6523
H  5.2523  0.8036  1.2311
H  4.6489  3.2236  1.5386
H  4.4162  3.3776  -0.2057
H  6.0166  2.9954  0.4558
H  2.6558  1.7071  -0.8362
H  0.6748  2.1722  -1.8792
H  -1.8171  2.1319  -1.8295
H  -5.5341  0.7900  -1.5831
H  -5.3111  -0.9634  -1.8106
H  -7.1332  -1.0661  -0.2584
H  -6.6797  0.4777  0.4807
H  -5.7362  -2.2036  1.2790
H  -5.4623  -0.6434  2.0710
H  -3.2447  -0.8708  1.2940
H  -3.7266  -2.0507  0.0586
H  -1.7334  0.8722  2.2195
H  0.7469  0.9008  2.2021
H  1.8674  -2.8572  2.6452
H  3.5558  -2.4701  3.0673
H  2.3971  -1.1564  2.7559
H  -0.6521  -4.3252  1.5656
H  -1.5859  -3.1552  0.5978
H  -0.3966  -4.2218  -0.1939

# 3
Computed, not measured: a single C24H33N3O6S molecule, with ωB97M-V/def2-TZVPD.

Its structure (SMILES) is CCOC(=O)N1CCN(C(=O)c2oc3ccc(S(=O)(=O)N4C[C@H](C)C[C@@H](C)C4)cc3c2C)CC1. For the total energy, the calculation gives -1948.2711 Eh.

Atoms and positions in Å:
C  -4.6557  -4.6916  -0.4156
C  -5.8104  -3.7077  -0.3992
O  -5.3829  -2.5245  0.2775
C  -6.2177  -1.4686  0.1710
O  -7.2642  -1.4884  -0.4315
N  -5.7447  -0.3912  0.8424
C  -4.4557  -0.3803  1.5035
C  -3.9490  1.0655  1.6002
N  -4.1951  1.7396  0.3492
C  -3.3170  1.8760  -0.6766
O  -3.6879  2.1950  -1.7955
C  -1.8735  1.6648  -0.4209
O  -1.3120  1.9541  0.8008
C  0.0134  1.7426  0.6820
C  0.9847  1.9193  1.6592
C  2.2869  1.6349  1.3034
C  2.5951  1.1892  0.0196
S  4.3173  0.8555  -0.3457
O  5.0915  2.0214  -0.0400
O  4.3877  0.3184  -1.6792
N  4.6305  -0.2889  0.8266
C  4.1266  -1.6080  0.5227
C  5.1256  -2.4421  -0.2840
C  4.5864  -3.8494  -0.5172
C  6.4567  -2.4803  0.4697
C  6.9935  -1.0747  0.7673
C  7.4668  -0.3562  -0.4932
C  5.9121  -0.2642  1.4949
C  1.6436  1.0146  -0.9559
C  0.3202  1.2986  -0.6208
C  -0.9264  1.2707  -1.3275
C  -1.1078  0.8739  -2.7454
C  -5.6089  1.9104  0.0426
C  -6.4528  0.8655  0.7820
H  -3.8073  -4.2669  -0.9456
H  -4.3493  -4.9263  0.6003
H  -4.9645  -5.6054  -0.9144
H  -6.1260  -3.4429  -1.4139
H  -6.6768  -4.1225  0.1286
H  -4.5342  -0.8211  2.5055
H  -3.7573  -0.9853  0.9185
H  -2.8907  1.0688  1.8453
H  -4.4806  1.6061  2.3888
H  0.7242  2.2688  2.6450
H  3.0965  1.7556  2.0040
H  3.1971  -1.4742  -0.0347
H  3.8974  -2.1090  1.4712
H  5.2664  -1.9493  -1.2490
H  3.6430  -3.8123  -1.0565
H  5.2936  -4.4331  -1.1013
H  4.4219  -4.3588  0.4309
H  7.1932  -3.0375  -0.1129
H  6.3084  -3.0113  1.4150
H  7.8478  -1.1708  1.4483
H  8.1965  -0.9639  -1.0246
H  6.6374  -0.1431  -1.1610
H  7.9306  0.5917  -0.2307
H  6.2019  0.7847  1.5638
H  5.7619  -0.6629  2.5055
H  1.9350  0.6756  -1.9368
H  -0.4423  1.4594  -3.3770
H  -0.8554  -0.1780  -2.8768
H  -2.1338  1.0470  -3.0541
H  -5.7191  1.8050  -1.0400
H  -5.9278  2.9200  0.3245
H  -6.6862  1.1971  1.7997
H  -7.3881  0.6899  0.2490

# 4
Computed, not measured: a molecular structure, C24H33N4Se2Si2Y, with ωB97M-V/def2-TZVPD.

The total charge is +2. For the total energy, the calculation gives -6573.2261 Eh.

Atoms and positions in Å:
Y  -0.1298  0.1968  0.4224
Se  0.7712  2.3036  2.5223
Se  0.7353  3.7588  0.6669
C  -1.0305  3.4102  0.0019
C  -1.9010  4.4802  -0.0414
C  -3.1089  4.3289  -0.7179
C  -3.3933  3.1235  -1.3277
C  -2.4737  2.0931  -1.2129
N  -1.3144  2.2160  -0.5568
C  2.3864  1.3595  2.0522
C  3.5428  1.5652  2.7742
C  4.6615  0.8141  2.4264
C  4.5770  -0.0873  1.3795
C  3.3719  -0.2255  0.7128
N  2.2894  0.4860  1.0438
H  -1.6366  5.4139  0.4335
H  -3.8105  5.1518  -0.7669
H  -4.3108  2.9683  -1.8774
H  -2.6646  1.1333  -1.6755
H  3.5704  2.2879  3.5771
H  5.5898  0.9421  2.9683
H  5.4278  -0.6830  1.0805
H  3.2593  -0.9261  -0.1050
C  1.0972  -2.6642  2.5501
Si  -0.3796  -1.8145  3.3406
C  0.2613  -0.4698  4.4709
C  -1.2319  -3.0672  4.4115
C  -1.3957  -1.1209  1.9275
C  -1.5492  -2.1924  0.8847
C  -2.2563  -3.3954  1.0058
C  -2.2909  -4.2842  -0.0467
C  -1.6216  -3.9868  -1.2369
C  -0.9526  -2.7941  -1.3170
N  -0.9210  -1.9246  -0.2900
Si  -3.0601  -0.3464  2.3202
C  -2.8340  1.4351  2.8383
C  -4.0929  -1.2013  3.5988
C  -4.0377  -0.3774  0.7235
H  1.8546  -2.9284  3.2937
H  1.6011  -2.0393  1.8017
H  0.7988  -3.5864  2.0430
H  0.5466  -0.9149  5.4281
H  -0.4762  0.3077  4.6837
H  1.1692  -0.0048  4.0731
H  -0.5084  -3.4399  5.1436
H  -1.5926  -3.9324  3.8505
H  -2.0710  -2.6458  4.9653
H  -2.7731  -3.6101  1.9315
H  -2.8381  -5.2140  0.0495
H  -1.6290  -4.6670  -2.0764
H  -0.4217  -2.5001  -2.2140
H  -2.2317  1.5238  3.7467
H  -3.8040  1.8970  3.0435
H  -2.3567  2.0417  2.0588
H  -3.6593  -1.1371  4.5984
H  -4.2522  -2.2565  3.3641
H  -5.0756  -0.7220  3.6394
H  -3.4425  -0.0925  -0.1474
H  -4.9026  0.2903  0.7637
H  -4.4078  -1.3866  0.5225
C  2.2311  0.8861  -4.0694
C  1.5335  0.6153  -2.8088
N  0.9862  0.4015  -1.8248
H  1.5938  1.4895  -4.7132
H  2.4597  -0.0555  -4.5652
H  3.1544  1.4249  -3.8649

# 5
Computed, not measured: a single C24H33N5O2 molecule, with ωB97M-V/def2-TZVPD.

Its structure (SMILES) is CCCN1CCN(CCCNC(=O)c2cc3c(=O)n(C)c4ccccc4c3n2C)CC1. For the total energy, the calculation gives -1358.6589 Eh.

Atoms and positions in Å:
C  2.4662  -2.8235  3.1182
C  2.6346  -2.1684  1.7525
C  2.5508  -0.6493  1.8740
N  2.9701  0.0543  0.6682
C  2.1341  -0.2367  -0.4818
C  2.6374  0.5204  -1.7070
N  2.6140  1.9543  -1.4652
C  3.0132  2.7265  -2.6363
C  1.9166  2.8257  -3.6993
C  0.6631  3.5287  -3.1742
N  0.0316  2.7483  -2.1390
C  -1.1877  2.1953  -2.3015
O  -1.8975  2.4365  -3.2708
C  -1.5734  1.3065  -1.1859
C  -1.0256  1.2889  0.0790
C  -1.6571  0.2494  0.7808
C  -1.4046  -0.2110  2.1190
O  -0.5614  0.2617  2.8669
N  -2.1933  -1.2849  2.5088
C  -1.9624  -1.7830  3.8494
C  -3.1452  -1.8819  1.7039
C  -3.9008  -2.9504  2.2004
C  -4.8519  -3.5789  1.4269
C  -5.0772  -3.1610  0.1243
C  -4.3492  -2.1114  -0.3891
C  -3.3809  -1.4469  0.3717
C  -2.5881  -0.3408  -0.0803
N  -2.5330  0.3216  -1.2673
C  -3.3242  0.0723  -2.4435
C  3.4648  2.2381  -0.3205
C  2.9654  1.4862  0.9064
H  3.2718  -2.5290  3.7869
H  1.5233  -2.5167  3.5654
H  2.4721  -3.9075  3.0280
H  3.6017  -2.4389  1.3242
H  1.8516  -2.5375  1.0874
H  3.2314  -0.3310  2.6693
H  1.5308  -0.3579  2.1726
H  2.1859  -1.3055  -0.6944
H  1.0795  0.0322  -0.2923
H  1.9919  0.2882  -2.5565
H  3.6611  0.1809  -1.9414
H  3.2490  3.7388  -2.2956
H  3.9264  2.3072  -3.0934
H  2.3123  3.3919  -4.5440
H  1.6442  1.8337  -4.0615
H  -0.0678  3.6630  -3.9757
H  0.9321  4.5113  -2.7708
H  0.6864  2.4000  -1.4432
H  -0.2966  1.9594  0.4862
H  -1.6399  -2.8251  3.8284
H  -1.1679  -1.1703  4.2760
H  -2.8575  -1.6822  4.4648
H  -3.7495  -3.3001  3.2072
H  -5.4187  -4.3989  1.8411
H  -5.8189  -3.6528  -0.4861
H  -4.5397  -1.8044  -1.4012
H  -4.3862  0.1756  -2.2150
H  -3.1251  -0.9258  -2.8395
H  -3.0624  0.8167  -3.1945
H  3.4386  3.3123  -0.1190
H  4.5088  1.9435  -0.5208
H  3.6284  1.6997  1.7483
H  1.9543  1.8427  1.1700

# 6
Computed, not measured: 8 unconnected molecules or ions with the total composition C24H33N6O5P, with ωB97M-V/def2-TZVPD.

The total charge is -2. For the total energy, the calculation gives -1980.2883 Eh.

Atoms and positions in Å:
O  -0.3370  -0.1837  -1.0731
H  0.1515  -0.3509  -1.7958
H  0.5063  -0.0268  -0.4934
H  -0.5712  -1.0085  -0.6605
P  1.9403  -1.7694  0.1819
O  2.1928  -2.3957  -1.1316
O  0.2927  -1.9433  0.4564
O  2.0246  -0.3720  -0.1232
O  2.7901  -2.2258  1.2559
N  3.9468  1.2377  -0.5432
C  4.9785  1.2338  -1.4908
C  5.9336  2.1626  -1.1656
C  5.2333  2.9512  0.0143
C  4.1445  2.2751  0.4443
H  3.1345  0.3663  -0.3281
H  4.9608  0.4754  -2.2968
H  6.9035  2.5080  -1.5524
H  5.5242  3.8256  0.4173
H  3.4399  2.1167  1.2921
N  -2.4067  2.9742  -0.0497
C  -3.0227  4.1432  0.2732
C  -4.1984  4.2680  -0.4625
C  -4.2603  2.9605  -1.1821
C  -3.0942  2.3270  -0.9258
H  -1.5712  2.6524  0.5453
H  -2.4594  5.0042  0.6733
H  -4.9012  5.0762  -0.4553
H  -5.2161  2.5987  -1.7522
H  -2.8243  1.2217  -1.3191
N  -1.0647  -4.0400  0.6541
C  -1.2440  -5.0161  -0.2553
C  -2.1550  -5.9477  0.1678
C  -2.6064  -5.3647  1.4922
C  -1.9010  -4.2199  1.6862
H  -0.3359  -3.1965  0.6882
H  -0.3840  -5.0821  -1.0432
H  -2.6762  -6.8652  -0.2488
H  -3.4266  -5.7774  2.1359
H  -2.0083  -3.6180  2.5554
N  0.9921  1.5237  0.9318
C  0.8068  1.7685  2.2948
C  0.3408  2.9841  2.4675
C  0.3479  3.6333  1.0756
C  0.8538  2.7378  0.2162
H  1.5244  0.6723  0.6210
H  0.8279  0.9586  3.0871
H  0.1693  3.4452  3.4245
H  0.1806  4.5948  0.6734
H  1.0077  2.8682  -0.7279
N  1.0447  -1.4518  -3.2565
C  1.1532  -0.0730  -3.6711
C  0.1808  0.0026  -4.5344
C  -0.6037  -1.3887  -4.7019
C  0.0745  -2.2219  -3.8181
H  1.7498  -1.7256  -2.4563
H  1.9778  0.5193  -3.1216
H  -0.1443  0.8870  -5.1217
H  -1.2881  -1.7443  -5.3221
H  0.0013  -3.3066  -3.6442
N  -1.0109  -1.0219  2.2563
C  -0.8620  -1.4792  3.5569
C  -1.8388  -0.8838  4.2605
C  -2.5539  -0.0396  3.3441
C  -2.0292  -0.1366  2.1397
H  -0.4145  -1.4961  1.5889
H  -0.0535  -2.3477  3.6952
H  -2.0571  -0.9072  5.3070
H  -3.5134  0.5141  3.7076
H  -2.2971  0.1395  1.1424

# 7
Computed, not measured: a molecular structure, C24H34AsMgN5O, with ωB97M-V/def2-TZVPD.

The total charge is +2. For the total energy, the calculation gives -3719.4396 Eh.

Atoms and positions in Å:
Mg  -0.5411  -0.2868  -0.4117
N  3.9060  -0.1050  -0.2706
C  2.6545  -0.0926  -0.6936
N  1.5998  -0.2351  0.0701
C  1.8012  -0.4352  1.4508
N  0.8187  -0.6452  2.2736
N  -0.3934  -0.5947  1.6085
C  -1.4487  -0.9266  2.2325
C  -2.7207  -0.8746  1.4678
C  -3.9292  -1.1188  2.0837
C  -5.0924  -1.0480  1.3261
C  -5.0004  -0.7313  -0.0156
C  -3.7455  -0.4923  -0.5571
N  -2.6190  -0.5662  0.1525
C  3.1637  -0.4171  1.9749
C  3.4419  -0.5588  3.3389
C  4.7454  -0.5335  3.7809
C  5.7935  -0.3730  2.8684
C  5.5408  -0.2340  1.5196
C  4.2200  -0.2553  1.0894
H  4.6530  0.0133  -0.9409
H  2.5164  0.0550  -1.7597
H  -1.4288  -1.2361  3.2742
H  -3.9619  -1.3551  3.1390
H  -6.0552  -1.2338  1.7840
H  -5.8807  -0.6650  -0.6392
H  -3.6435  -0.2203  -1.6015
H  2.6199  -0.6870  4.0283
H  4.9609  -0.6389  4.8351
H  6.8156  -0.3569  3.2219
H  6.3511  -0.1101  0.8116
C  0.8352  3.1882  1.0580
C  0.8387  3.1377  -0.4672
As  -0.6899  2.2094  -1.2510
C  -0.4725  2.6871  -3.1199
C  0.7044  1.9718  -3.7724
C  -2.2027  3.3299  -0.7527
C  -2.8162  3.0728  0.6189
H  1.7822  3.5866  1.4228
H  0.7009  2.2022  1.5109
H  0.0469  3.8363  1.4377
H  1.7305  2.6235  -0.8292
H  0.8481  4.1379  -0.9028
H  -0.3482  3.7704  -3.1427
H  -1.4099  2.4568  -3.6262
H  1.6387  2.1605  -3.2384
H  0.8506  2.3189  -4.7947
H  0.5444  0.8915  -3.8182
H  -2.9405  3.1916  -1.5447
H  -1.8359  4.3543  -0.8402
H  -3.2443  2.0719  0.6930
H  -3.6212  3.7852  0.7999
H  -2.0941  3.1869  1.4264
C  -0.1494  -4.5442  -1.1316
C  -1.5186  -4.1704  -1.7025
C  -1.2790  -2.7683  -2.2042
O  -0.4305  -2.1731  -1.1782
C  0.4020  -3.2288  -0.5859
H  0.4964  -4.9316  -1.9184
H  -0.2168  -5.2985  -0.3511
H  -2.2842  -4.1673  -0.9254
H  -1.8377  -4.8406  -2.4981
H  -2.1728  -2.1529  -2.2842
H  -0.7399  -2.7507  -3.1523
H  0.3077  -3.1381  0.4952
H  1.4358  -3.0478  -0.8720

Maximum force per entry: 0.65; 1.16; 1.30; 0.55; 0.97; 8.53; 0.49 eV Å⁻¹
HOMO per entry: -8.2; -8.1; -8.8; -13.5; -7.9; -2.9; -14.0 eV
Energy above the lowest of the compared OMol25 structures with the same formula, charge and spin per entry: 0.187; 2.706; 0.412; 0.070; 0.776; 0.251; 0.000 eV